Record 1
Here is a cluster of 2 separate species, C6H11ClO in total from the OMol25 dataset. Energies are from ωB97M-V with the def2-TZVPD basis set.

Gap between HOMO and LUMO in eV: 9.3
2S+1: 1

```
19
Properties=species:S:1:pos:R:3:forces:R:3:lowdin_charge:R:1
C 0.388 0.465 -0.338 1.99 -0.50 -2.61 -0.004
C 1.670 0.112 -0.362 0.46 -2.38 3.39 -0.380
C -2.001 -0.774 1.103 2.35 -1.93 1.13 -0.479
C 2.232 -0.910 -1.289 -0.38 1.96 -2.03 -0.090
C 2.530 0.054 0.945 -1.65 1.41 -0.77 -0.063
C -3.864 0.570 0.165 -2.25 -1.05 1.32 -0.029
O -2.759 0.178 0.973 -1.12 1.75 0.44 -0.192
Cl -2.037 -2.162 -0.098 -0.81 0.48 -0.38 0.429
H -0.007 0.946 0.477 -1.16 1.19 1.53 0.025
H -0.118 0.270 -1.281 -0.66 0.19 0.38 0.068
H 3.308 -0.758 -1.262 0.14 -0.89 -0.16 0.070
H 1.904 -0.558 -2.284 0.19 -0.72 -0.08 0.081
H 1.841 -1.912 -1.119 0.41 0.01 0.22 0.090
H 2.354 0.917 1.551 -0.38 0.63 0.62 0.059
H 3.566 0.082 0.767 1.41 -0.16 -0.60 0.044
H 2.319 -0.807 1.549 -0.31 -0.65 0.07 0.077
H -3.480 0.878 -0.756 0.33 1.13 -1.28 0.076
H -4.487 1.274 0.804 1.19 -0.48 -1.19 0.127
H -4.506 -0.300 -0.020 0.24 0.01 0.02 0.090
```
Positions in Å, forces in eV/Å.

=====

Record 2
Here is an isolated molecule of C12H22O2 from the OMol25 dataset. Energies are from ωB97M-V with the def2-TZVPD basis set.

Gap between HOMO and LUMO in eV: 9.8
2S+1: 1
Structure (SMILES): C=C(C)CCCCCC1(C)OCCO1

```
36
Properties=species:S:1:pos:R:3:forces:R:3:lowdin_charge:R:1
C 0.532 -3.478 0.122 -2.49 1.06 0.83 0.046
C -0.834 -3.269 0.244 3.53 -0.50 -0.14 -0.358
C -1.780 -4.167 -0.513 0.25 0.96 -0.12 -0.074
C -1.389 -2.216 1.197 -0.59 -0.78 -0.13 -0.178
C -2.412 -1.256 0.520 1.02 0.20 0.41 -0.185
C -1.759 -0.322 -0.532 0.28 0.07 1.39 -0.203
C -0.667 0.605 0.019 1.46 -0.76 -0.93 -0.176
C -0.045 1.505 -1.116 -0.13 -0.20 1.81 -0.078
C 1.184 2.352 -0.630 0.31 -1.19 -0.69 -0.541
C 1.739 3.176 -1.782 0.08 0.79 0.35 0.002
O 0.773 3.135 0.446 0.08 0.57 0.31 -0.048
C 1.660 2.999 1.533 0.76 0.64 0.83 -0.157
C 2.831 2.134 1.067 -1.18 -0.43 -0.62 -0.145
O 2.304 1.544 -0.129 -0.81 -0.27 -0.05 -0.074
H 0.974 -4.206 -0.534 -0.17 -0.35 -0.17 0.042
H 1.243 -2.906 0.722 -0.27 0.05 -0.23 0.051
H -1.283 -5.071 -0.862 0.07 0.14 -0.14 0.074
H -2.563 -4.466 0.168 -0.59 -0.07 -0.04 0.074
H -2.178 -3.587 -1.369 -0.18 -0.55 0.35 0.087
H -0.588 -1.660 1.688 0.04 -0.02 -0.26 0.097
H -1.854 -2.811 2.017 -0.16 0.52 -0.40 0.121
H -2.930 -0.672 1.289 0.28 0.12 -0.02 0.109
H -3.199 -1.814 0.049 -0.34 -0.49 -0.34 0.088
H -1.345 -0.885 -1.345 0.22 -0.54 -0.49 0.101
H -2.532 0.292 -0.932 -0.77 0.53 -0.52 0.097
H -1.046 1.206 0.831 -0.17 0.41 0.21 0.110
H 0.164 -0.009 0.436 -0.48 0.33 -0.20 0.112
H -0.866 2.174 -1.410 0.54 0.22 -0.17 0.125
H 0.244 0.921 -1.985 0.05 -0.21 -0.04 0.118
H 2.125 2.546 -2.599 -0.12 0.18 0.44 0.095
H 2.541 3.816 -1.358 -0.30 -0.34 -0.49 0.098
H 0.949 3.835 -2.169 0.24 -0.15 0.02 0.091
H 2.066 3.968 1.879 -0.52 -0.13 -0.25 0.126
H 1.138 2.541 2.377 -0.07 -0.05 -0.08 0.119
H 3.744 2.671 0.842 0.14 0.37 -0.07 0.112
H 3.058 1.374 1.821 -0.02 -0.14 -0.34 0.122
```
Positions in Å, forces in eV/Å.

=====

Record 3
Here is an isolated molecule of C4H6N2O from the OMol25 dataset. Energies are from ωB97M-V with the def2-TZVPD basis set.

Gap between HOMO and LUMO (spin up / spin down) in eV: 8.2 / 7.6
2S+1: 1

```
13
Properties=species:S:1:pos:R:3:forces:R:3:lowdin_charge:R:1
C 0.492 0.195 1.865 -0.20 0.08 0.08 -0.046
N -0.318 -1.228 -1.593 0.29 0.32 -0.27 -0.071
C 0.101 0.593 -0.711 0.27 -0.02 0.19 -0.482
C 0.319 -0.130 0.436 -0.25 0.08 0.24 -0.116
C -0.825 -0.758 -0.384 0.12 0.08 0.34 -0.108
O -0.051 1.914 -0.962 -0.03 -0.40 -0.01 0.100
N 0.729 -0.337 -1.677 -0.33 -0.20 -0.66 0.107
H -0.109 2.029 -1.922 0.00 -0.06 0.04 0.117
H -0.116 -2.206 -1.768 0.08 0.07 0.09 0.129
H -1.814 -0.969 0.000 -0.01 0.07 -0.01 0.120
H -0.365 0.771 2.237 0.04 -0.01 0.01 0.090
H 1.373 0.826 1.996 -0.02 -0.07 -0.01 0.087
H 0.586 -0.700 2.482 0.05 0.05 -0.05 0.073
```
Positions in Å, forces in eV/Å.

=====

Record 4
Here is a structure of composition C4H8O2S from the OMol25 dataset. Energies are from ωB97M-V with the def2-TZVPD basis set.

Gap between HOMO and LUMO in eV: 9.6
2S+1: 1

```
15
Properties=species:S:1:pos:R:3:forces:R:3:lowdin_charge:R:1
C -2.182 -0.239 -0.358 -3.48 -0.02 1.57 -0.161
C -0.101 -0.689 0.315 3.34 0.27 2.65 -0.764
C 0.343 0.739 0.435 -1.04 1.34 2.86 -0.302
C 2.358 0.057 -0.528 0.64 -0.06 -0.81 -0.384
H -2.499 1.101 -0.748 1.03 -4.49 0.95 0.172
H -2.065 -0.099 1.255 -1.10 -0.41 -4.18 0.197
H -3.016 -1.343 -0.807 1.78 4.19 1.57 0.184
H -0.496 -0.986 1.348 0.17 -0.11 -1.48 0.114
H 0.374 1.082 1.522 0.96 -0.69 -0.85 0.150
H -0.514 1.302 0.144 -0.48 0.79 -0.77 0.079
H 3.311 0.182 0.133 -1.75 -0.25 -1.08 0.105
H 2.622 0.161 -1.668 -0.23 -0.85 2.23 0.121
O -0.981 -0.783 -0.680 -1.72 -0.47 -1.79 -0.265
O 1.405 1.081 -0.355 1.01 -0.05 -0.34 -0.167
S 1.441 -1.567 -0.010 0.86 0.81 -0.54 0.920
```
Positions in Å, forces in eV/Å.

=====

| no. | maximum force (eV/Å) |
| --- | --- |
| 1 | 4.17 |
| 2 | 3.57 |
| 3 | 0.76 |
| 4 | 4.82 |